[1]
Formula: C4H3N3
Source: the Open Molecules 2025 dataset
Level of theory: wB97M-V/def2-TZVPD

```
10
Properties=species:S:1:pos:R:3:nbo_charge:R:1
C 2.5533 -0.0778 -0.1181 -0.16
C 1.3651 -0.1184 0.0719 -0.06
C -0.8508 1.0722 -0.1568 -0.08
C -0.0503 -0.0101 0.1260 0.00
N -2.1458 0.6733 -0.1510 -0.23
N -0.9443 -1.0169 0.2993 -0.31
H -0.5407 2.0845 -0.3701 0.22
N -2.1961 -0.5922 0.1269 -0.04
H 3.5915 -0.0295 -0.3605 0.24
H -0.7820 -1.9851 0.5323 0.42
```

Properties
Multiplicity ... 1
Energy ... -8663.952 eV
Structure (SMILES) ... C#Cc1cnn[nH]1
Frontier orbital gap ... 10.3 eV
Highest occupied orbital energy ... -9.51 eV
Energy relative to the best compared isomer or geometry (same formula, charge and spin) ... 56.7 kcal/mol
Largest force on an atom ... 0.5 eV Å⁻¹

***

[2]
Formula: CHO3S2
Source: the Open Molecules 2025 dataset
Level of theory: wB97M-V/def2-TZVPD

```
7
Properties=species:S:1:pos:R:3:nbo_charge:R:1
C -0.7695 -0.5253 -1.4410 -0.43
O 1.5713 -0.6767 1.5185 -0.96
H -1.0439 0.3489 -2.0349 0.15
O 1.4062 1.5789 0.5285 -0.97
S 0.7106 0.4361 1.1170 2.19
O -0.3815 0.7608 2.0331 -0.96
S -1.4933 -1.9226 -1.7213 -0.03
```

Properties
Multiplicity ... 1
Total charge ... -1
Energy ... -28864.556 eV
Frontier orbital gap (alpha / beta) ... 6.0 / 7.5 eV
Highest occupied orbital energy (alpha / beta) ... -3.18 / -4.32 eV
Energy relative to the best compared isomer or geometry (same formula, charge and spin) ... 54.6 kcal/mol
Largest force on an atom ... 0.7 eV Å⁻¹

***

[3]
Formula: C2HN3O3
Source: the Open Molecules 2025 dataset
Level of theory: wB97M-V/def2-TZVPD

```
9
Properties=species:S:1:pos:R:3:nbo_charge:R:1
O -1.9338 -0.5671 0.2761 -0.21
C 0.4356 0.8336 0.0038 0.49
C 0.2537 -0.6859 -0.2071 0.30
O 1.3799 1.4725 0.4277 -0.54
N -1.8275 0.8707 -0.3962 0.21
N -0.9557 -1.2702 0.4335 0.01
N -0.8057 1.4543 -0.1917 -0.17
O 1.3333 -1.3675 -0.3287 -0.63
H 2.1201 -0.7403 -0.0174 0.51
```

Properties
Multiplicity ... 1
Energy ... -12696.330 eV
Structure (SMILES) ... O=c1nnonc1O
Frontier orbital gap ... 7.8 eV
Highest occupied orbital energy ... -9.28 eV
Energy relative to the best compared isomer or geometry (same formula, charge and spin) ... 179.7 kcal/mol
Largest force on an atom ... 9.2 eV Å⁻¹

***

[4]
Formula: C71H60F2GeN3O3P3Re
Source: the Open Molecules 2025 dataset
Level of theory: wB97M-V/def2-TZVPD

```
144
Properties=species:S:1:pos:R:3:mulliken_spin:R:1
H 1.9824 -4.5174 -0.4601 0.00
C -1.6342 1.9990 -1.3550 -0.02
H 0.7221 -2.3695 -4.7544 0.00
H -2.6921 -3.4107 2.1260 -0.01
H 2.4797 0.1390 3.5674 0.00
C 7.9462 -0.0857 0.4342 0.00
H 0.0561 4.2543 4.8358 0.00
C -2.5523 3.2935 0.4627 -0.01
H -5.0437 -3.5059 2.8527 0.00
P -1.4258 -2.6224 -0.3036 0.05
C 1.7853 2.5831 -2.0948 -0.01
C 2.6837 -2.9093 3.8256 0.01
H -1.3477 -7.4421 0.7330 0.00
C 3.5888 -1.5479 -0.7037 0.01
C -3.1371 -0.1823 3.0231 0.14
F -3.6603 4.8407 3.5420 0.00
C -3.1606 -2.5883 0.1856 -0.04
H 9.3927 1.0579 -0.6625 0.00
Ge 1.3480 -2.3049 1.2772 -0.15
C -5.2708 4.6192 -2.9043 0.00
C -4.5628 0.2661 4.9030 0.00
H -1.3260 0.1495 5.8779 0.00
H 2.0697 4.4161 0.7587 0.00
C -0.1146 2.2687 4.0449 0.01
H -6.1054 6.6520 0.0354 0.00
H 3.7197 2.0681 4.4377 0.00
F 3.6671 -0.2418 1.5757 0.00
H -5.7891 5.5455 -3.1248 0.00
P -0.3742 -0.3887 3.1356 0.08
H 0.6339 -7.2526 2.2098 0.00
H -2.2819 -5.4353 -0.3453 0.00
C -0.2289 -2.3978 -2.8366 0.01
H -3.9823 8.3822 2.4793 0.00
C 1.6495 3.6482 -1.2109 0.00
H -2.2544 2.9564 2.5699 0.00
C -1.7370 2.1818 0.0344 0.07
P 3.9625 0.0013 0.0729 0.01
C 2.6278 -3.7341 -0.8385 0.00
C 0.6095 -1.6824 3.9302 0.05
H -3.9344 -1.7519 -1.6484 0.00
C -3.4766 -3.0616 1.4644 0.05
H -3.0320 -0.3616 1.9635 0.08
H -5.3510 8.2015 0.4193 0.00
C -1.0990 -3.5036 -4.7905 0.00
C 0.5523 1.0976 3.6862 0.03
C -2.3018 -3.6346 -2.7135 -0.01
O -0.4561 1.0583 -3.1531 0.03
C 6.0433 1.4022 -0.9748 0.00
C -5.6746 7.8591 3.6891 0.00
C -2.3061 2.8390 -2.2144 0.00
H 1.4089 2.6572 -3.1072 0.00
H -4.3855 4.4547 -4.9472 0.00
C 1.5088 -2.7030 5.9173 0.00
C -0.8726 -6.4788 0.8821 0.00
H -5.5528 0.4254 5.3157 0.00
C 2.1618 3.5742 0.0820 0.00
H 6.2950 -1.0987 1.3545 0.00
H -3.2688 5.5978 -3.0259 0.00
C 0.5906 3.3609 4.5313 0.00
C 2.6923 -2.5115 -0.1729 -0.02
H 1.4302 -2.9222 6.9768 0.00
C -2.1849 -3.9599 -4.0546 0.00
H -5.7884 3.9564 -2.2181 0.00
H -3.1516 -4.0079 -2.1583 0.00
H 3.3168 -4.9681 -2.4505 0.00
C 2.4283 1.4254 -1.6878 -0.04
C 0.3809 -4.0072 1.2427 0.11
C -3.2106 4.1161 -0.4642 0.00
H -3.7538 6.9798 3.5075 0.00
O -1.1255 1.4624 0.9355 0.14
H -5.2679 0.0385 2.8849 0.00
H -1.0130 -3.7564 -5.8416 0.00
C 4.2282 -3.0306 -2.5016 0.00
H -1.1929 2.3155 3.9970 0.00
C -5.7973 7.2959 0.8526 0.00
H -6.1626 6.9847 4.1095 0.00
H -2.1936 2.6951 -3.2789 0.00
C -1.3259 -2.8414 -2.0961 -0.01
H 7.7125 2.3867 -1.8922 0.00
Re -0.4507 -0.5532 0.6706 2.58
H 5.0338 -1.0669 -2.2350 0.00
C 2.8261 2.4321 0.4955 0.00
H 2.5224 4.1369 5.0720 0.00
C 1.6721 -2.1969 3.1851 0.01
C -3.4733 4.6454 2.2223 0.00
C 0.8661 -5.1444 1.8894 0.00
C 2.6436 2.1345 4.3086 0.00
N -3.0874 3.8401 -1.8236 0.00
H 5.3012 1.9917 -1.5020 0.00
H 4.8139 -3.2319 -3.3916 0.00
C -2.7193 3.5904 1.8280 -0.01
H -6.2806 9.4188 2.4485 0.00
H 3.2548 2.3808 1.4883 0.00
H -0.3242 -1.6040 5.8774 0.00
C -4.1015 5.5289 1.3061 0.00
H -4.4331 2.8964 -4.0111 0.00
H -4.3661 5.8788 -0.7871 0.00
C -2.1856 0.0792 5.2224 0.00
C -4.7988 -3.1238 1.8694 0.01
C -3.4518 0.2858 5.7415 0.00
C -0.7666 0.9868 -1.9985 -0.05
C 5.6549 0.4158 -0.0600 0.00
C -3.9497 5.2237 -0.0359 0.00
H -7.5217 6.7781 2.0448 0.00
C -5.4966 -2.2140 -0.2523 0.00
H -5.3989 8.5372 4.4916 0.00
N -4.8503 6.6205 1.7312 0.00
H 3.5227 -3.2998 3.2551 0.00
C -2.0194 -0.1836 3.8567 -0.23
H -6.8453 -2.7917 1.3128 0.00
C -4.4488 3.9785 -3.9779 0.00
O -0.3378 -0.0084 -1.2041 0.06
C 2.9375 1.3539 -0.3888 0.05
N -6.6819 8.5494 2.7963 0.00
C -4.4057 0.0459 3.5421 0.00
C 3.3883 -3.9949 -1.9768 0.00
C -0.7588 -4.1165 0.4563 -0.05
C -1.3890 -5.3503 0.2662 -0.01
C -4.4643 7.4704 2.8591 0.00
H -7.7722 8.1892 1.0034 0.00
H -3.5736 0.4715 6.8039 0.00
H 1.7325 -5.0755 2.5391 0.00
C -7.0543 7.6659 1.6293 0.00
C 1.9416 1.0438 3.8155 0.02
C -0.1245 -2.7272 -4.1803 0.00
C 4.3428 -1.8111 -1.8537 0.00
C 1.9728 3.2950 4.6672 0.00
C 0.5171 -1.9589 5.2942 0.00
C -3.7726 4.6607 -2.8328 0.00
C 6.6032 -0.3376 0.6447 0.00
H -6.2867 -1.9027 -0.9244 0.00
C 2.6101 -3.1444 5.1940 0.00
H 8.6928 -0.6470 0.9864 0.00
H -7.5121 8.8083 3.3254 0.00
H 2.5462 0.5954 -2.3787 0.01
H 3.4025 -3.6947 5.6899 0.00
C 8.3377 0.8827 -0.4884 0.00
C -5.8081 -2.7126 1.0065 0.00
C 7.3946 1.6269 -1.1873 0.00
H -2.9462 -4.5675 -4.5264 0.00
C -4.1728 -2.1410 -0.6649 0.03
C 0.2455 -6.3719 1.7070 0.00
H 1.1565 4.5567 -1.5388 0.00
H 0.5383 -1.7953 -2.3794 -0.02
```

Properties
Multiplicity ... 4
Total charge ... +4
Energy ... -177130.836 eV
Frontier orbital gap (alpha / beta) ... 7.5 / 6.8 eV
Highest occupied orbital energy (alpha / beta) ... -16.74 / -16.73 eV
Largest force on an atom ... 1.5 eV Å⁻¹
Expectation value of S² ... 3.78

***

[5]
Formula: C5H8N3O
Source: the Open Molecules 2025 dataset
Level of theory: wB97M-V/def2-TZVPD

```
17
Properties=species:S:1:pos:R:3:nbo_charge:R:1
C 1.4667 0.4623 -0.2699 0.26
H 2.3797 -1.6238 0.1697 0.26
H 2.1496 2.1320 0.6211 0.51
C 1.7752 -1.0035 -0.4724 -0.25
H -2.3593 2.3096 0.5478 0.24
N -2.0820 -0.9134 0.2426 -0.43
N -1.6032 0.9429 -0.8902 -0.48
C -1.5056 -0.3812 -0.8988 0.43
H 0.2258 -0.8130 1.0736 0.44
H 1.3230 1.0697 -1.1010 0.21
H -1.1186 -1.0057 -1.6981 0.25
O 1.9733 1.1690 0.8348 -0.69
C -2.5484 0.0852 0.8411 0.07
N 0.4599 -0.5674 0.1269 -0.47
H 1.7476 -1.0469 -1.5300 0.24
C -2.2626 1.3252 0.1757 0.17
H -2.9172 -0.0038 1.8814 0.23
```

Properties
Multiplicity ... 1
Total charge ... +1
Energy ... -11820.521 eV
Frontier orbital gap (alpha / beta) ... 7.0 / 7.0 eV
Highest occupied orbital energy (alpha / beta) ... -14.23 / -14.22 eV
Energy relative to the best compared isomer or geometry (same formula, charge and spin) ... 125.5 kcal/mol
Largest force on an atom ... 4.8 eV Å⁻¹

***

[6]
Formula: C33H50Cu2N5O2
Source: the Open Molecules 2025 dataset
Level of theory: wB97M-V/def2-TZVPD

```
92
Properties=species:S:1:pos:R:3:lowdin_charge:R:1
C 2.0729 -26.7988 19.8689 0.03
C -6.2052 -27.3328 20.0007 -0.15
C 2.1840 -31.0214 15.7746 0.04
H -0.6302 -26.3931 23.8138 0.09
H -2.4243 -29.8281 21.0191 0.09
H -2.2451 -24.8145 24.8622 0.15
H -0.9825 -30.4033 17.8210 0.13
C 0.9074 -31.5620 21.6489 -0.01
O -0.3797 -30.9728 24.8628 -0.34
C 0.9656 -31.3918 17.8041 -0.13
H 3.3567 -29.0213 19.4475 0.09
C -5.9935 -27.7484 22.4200 -0.04
Cu 1.2711 -29.5766 24.4631 0.54
H -3.7584 -33.5014 21.0683 0.09
H 0.3507 -33.1983 23.6227 0.10
H 1.5356 -34.4375 23.1658 0.12
H -0.2484 -28.5768 21.9648 -0.09
C -0.0825 -30.6479 17.2741 0.05
C 1.0432 -25.8237 21.8283 -0.13
H -0.9517 -21.6318 22.4914 0.17
C -1.6224 -24.4553 24.0555 0.02
C 1.4761 -33.6452 20.7567 0.05
C 1.4106 -29.4041 14.1211 0.06
C -3.9947 -32.7941 21.8636 -0.06
H -3.6115 -22.5131 23.7281 0.12
H 0.3811 -25.5226 19.8008 0.14
H 2.2053 -26.9420 18.8087 0.15
H -0.8151 -31.2705 24.0596 -0.10
C 2.9439 -27.2362 22.0310 0.02
H 1.9344 -28.4867 14.3887 0.12
C 0.8034 -31.0087 20.3554 0.05
H 4.4019 -28.9773 20.7939 0.11
H -3.4965 -26.9585 22.6360 0.09
H 0.4409 -29.9955 20.2699 0.11
C -2.9226 -31.6981 21.9678 -0.24
N -4.7518 -28.2849 21.6714 -0.25
C -2.7182 -22.3179 24.3182 0.07
N 2.9762 -27.3663 20.7040 -0.07
H 1.4387 -33.8495 18.6588 0.15
H 3.5570 -27.9410 22.5756 0.15
C 0.0759 -24.8736 22.4396 -0.14
H -3.9756 -26.4412 20.9512 0.11
H 0.7506 -23.1279 21.4017 0.15
H -2.3593 -21.2957 24.4055 0.12
H -7.1732 -26.0654 21.4153 0.13
C -3.3342 -30.3831 21.2636 -0.19
H 0.4498 -29.2454 13.6395 0.12
H -4.9878 -32.3798 21.7038 0.08
H -5.6623 -27.0333 23.1712 0.13
H 3.0946 -31.0120 15.1888 0.17
C -0.8644 -22.6861 22.7178 0.06
H -2.9208 -22.6255 25.3430 0.12
C 0.0395 -30.1047 16.0067 0.04
N 1.2813 -32.8324 21.8119 -0.06
Cu -1.4302 -28.8716 24.8780 0.55
H -3.9786 -33.4403 22.7416 0.09
C 0.0388 -23.5403 22.1056 0.07
C 1.3413 -33.3707 23.2049 0.08
H 1.7891 -34.6681 20.9187 0.17
H -5.0986 -30.2073 22.5215 0.14
H -6.3407 -28.6564 22.9046 0.13
C 0.9990 -31.8305 19.2307 -0.12
C -6.8782 -27.1140 21.3493 -0.12
H -7.8764 -27.5414 21.4903 0.14
C -0.7439 -25.3682 23.4604 0.04
H -6.7929 -27.2800 19.0830 0.15
H -2.7318 -27.6464 21.2026 0.09
H -3.8124 -30.6478 20.3212 0.12
H 2.8326 -32.3900 17.2623 0.15
C 1.0871 -26.0156 20.4573 0.05
H 2.0595 -29.8385 13.3590 0.12
C 2.1095 -31.6183 17.0314 0.07
H 2.0691 -32.7928 23.7665 0.11
C 1.9419 -26.5083 22.6447 0.05
H -1.9848 -32.0907 21.5541 0.09
C -3.6652 -27.2533 21.6023 0.01
H -5.6833 -26.3902 19.7784 0.11
H -3.6893 -29.2890 23.1034 0.13
C 1.3311 -33.1626 19.4894 0.05
C -5.2699 -28.4869 20.2403 -0.10
O -0.3784 -28.7436 22.8940 -0.39
H -2.5654 -31.5062 22.9844 0.09
C -4.2353 -29.6237 22.2069 -0.10
N -1.6801 -23.1664 23.6694 -0.06
H 0.7944 -30.9900 22.5904 0.09
N 1.1988 -30.2436 15.3280 -0.07
C 3.9222 -28.3273 20.0663 0.05
H -5.8400 -29.4151 20.3125 0.15
H 1.8066 -26.5987 23.7124 0.14
H -4.4398 -28.6103 19.5510 0.13
H -0.7186 -29.4686 15.5737 0.16
H 4.6136 -27.7041 19.5036 0.13
```

Properties
Multiplicity ... 1
Total charge ... +5
Energy ... -135802.605 eV
Frontier orbital gap ... 7.3 eV
Highest occupied orbital energy ... -20.68 eV
Energy relative to the best compared isomer or geometry (same formula, charge and spin) ... 0.0 kcal/mol
Largest force on an atom ... 2.2 eV Å⁻¹

***

Look up the multiplicity of the sixth one. 1

***

Number 1 is which compound? C4H3N3

***

largest force on an atom of number 5 (C5H8N3O)? 4.8 eV Å⁻¹

***

largest force on an atom of number 5 (C5H8N3O)? 4.8 eV Å⁻¹